Entry from the OMol25 dataset: one molecule with the formula C27H32O7 (ωB97M-V with the def2-TZVPD basis set).

max |F|: 0.8 eV/Å
SMILES string: COc1cc(OC)c(OC)cc1/C=C1\CC(C)C/C(=C\c2cc(OC)c(OC)cc2OC)C1=O
gap between HOMO and LUMO: 7.6 eV
2S+1: 1
energy relative to the best compared isomer or geometry (same formula, charge and spin): 0.0 kcal per mole
molecular weight: 468.55 g mol⁻¹

CARTESIAN COORDINATES (ANGSTROEM)
C -5.82180 -3.66517 0.25612
O -4.73036 -2.78165 0.25595
C -4.96466 -1.44029 0.32111
C -6.23425 -0.87035 0.33349
C -6.39772 0.50497 0.39253
C -5.26234 1.33869 0.45103
C -4.00657 0.76436 0.42663
C -3.83035 -0.61838 0.34585
C -2.50979 -1.22807 0.36225
C -1.41690 -0.86441 -0.32874
C -0.15490 -1.57213 -0.00300
O -0.15273 -2.64135 0.58454
C 1.10779 -0.85500 -0.31640
C 2.20317 -1.25202 0.35027
C 3.53500 -0.66419 0.32756
C 3.75746 0.69641 0.48450
C 5.02800 1.25822 0.50224
C 6.13789 0.41327 0.34332
C 5.92842 -0.95763 0.22161
C 4.65434 -1.50606 0.22285
O 4.39270 -2.83728 0.09636
C 5.46566 -3.73860 0.00579
H 6.10988 -3.69351 0.89068
H 6.06749 -3.56325 -0.89269
H 5.01219 -4.72663 -0.05630
H 6.78121 -1.60626 0.11646
O 7.38880 0.97715 0.31092
C 8.51246 0.14089 0.20684
H 8.58191 -0.55346 1.05080
H 9.37265 0.80902 0.22261
H 8.51365 -0.42217 -0.73239
O 5.04445 2.61989 0.64786
C 6.19866 3.26957 1.13030
H 5.87834 4.28497 1.36463
H 6.99198 3.30178 0.38063
H 6.57937 2.79199 2.03663
H 2.92620 1.36555 0.63882
H 2.10162 -2.13565 0.97061
C 1.08175 0.23684 -1.34473
H 1.06967 -0.23327 -2.33519
C -0.16796 1.10620 -1.21340
C -0.16518 2.23224 -2.24158
H 0.70540 2.87009 -2.10622
H -0.13921 1.82509 -3.25033
H -1.05875 2.84525 -2.14301
C -1.37790 0.19009 -1.39394
H -1.28795 -0.31107 -2.36467
H -2.30862 0.75513 -1.40854
H -0.19524 1.54262 -0.20786
H 1.98700 0.83865 -1.28363
H -2.41108 -2.09417 1.00703
H -3.12773 1.38062 0.51983
O -5.51317 2.68002 0.53422
C -4.41607 3.55504 0.58017
H -4.84155 4.55636 0.62594
H -3.79781 3.38507 1.46834
H -3.79173 3.46915 -0.31613
O -7.60023 1.14244 0.41020
C -8.77295 0.37053 0.37530
H -8.84713 -0.29384 1.24318
H -9.59446 1.08478 0.40088
H -8.84071 -0.22254 -0.54340
H -7.10381 -1.50448 0.30005
H -5.38838 -4.66384 0.23058
H -6.42960 -3.55974 1.16130
H -6.45550 -3.52652 -0.62665

***

Entry from the OMol25 dataset: CH6Cl2Si2 as an isolated structure in a non-equilibrium geometry (ωB97M-V with the def2-TZVPD basis set).

max |F|: 3.6 eV/Å
gap between HOMO and LUMO: 9.2 eV
2S+1: 1
energy relative to the best compared isomer or geometry (same formula, charge and spin): 111.3 kcal per mole
molecular weight: 145.14 g mol⁻¹

CARTESIAN COORDINATES (ANGSTROEM)
C -1.64385 0.10346 0.21116
Si 1.80760 0.69843 0.18009
Si 0.34751 -1.15600 -0.11277
Cl -2.04773 1.24079 -1.03088
Cl -2.79932 -1.26214 0.20681
H -1.84424 0.64327 1.08507
H 3.29175 0.52901 0.36267
H 1.24264 1.33144 1.33040
H 1.44256 1.61540 -0.83925
H 0.09131 -2.59263 0.20681
H 0.11177 -1.15104 -1.60011

***

Entry from the OMol25 dataset: C33H26Cl2CuN3O2S2Te as an isolated structure in a non-equilibrium geometry (ωB97M-V with the def2-TZVPD basis set).

max |F|: 1.1 eV/Å
expectation value of S²: 0.75
gap between HOMO and LUMO (spin up / spin down): 7.2 / 6.9 eV
total charge: -1
2S+1: 2
energy relative to the best compared isomer or geometry (same formula, charge and spin): 13.0 kcal per mole
molecular weight: 822.78 g mol⁻¹

CARTESIAN COORDINATES (ANGSTROEM)
Cu 0.34223 0.28916 0.29230
C -0.11095 -3.88257 -0.24797
C 0.47051 -2.50380 -0.41162
N -0.30439 -1.51222 -0.14119
N -1.61337 -1.77279 0.16805
C -1.96756 -1.58719 1.40432
S -0.94870 -1.21651 2.70480
S -3.64428 -1.90955 1.86060
C -4.51166 -2.32174 0.29844
C -5.12756 -1.13296 -0.36878
C -4.55541 -0.60398 -1.51760
C -5.14747 0.46871 -2.16501
C -6.29961 1.04478 -1.65322
C -6.86522 0.53719 -0.49120
C -6.28468 -0.54937 0.14197
C 1.87298 -2.32295 -0.77119
C 2.52652 -3.31768 -1.51441
C 3.87724 -3.28102 -1.77950
C 4.63205 -2.21444 -1.28800
C 4.01899 -1.19769 -0.59903
C 2.62512 -1.18979 -0.33728
O 2.14299 -0.16571 0.29613
H -0.42700 -3.98374 0.79233
H 0.59610 -4.67101 -0.48134
H -1.00471 -3.97656 -0.86741
H -5.27269 -3.04078 0.60184
H -3.77095 -2.79548 -0.34186
H -3.64111 -1.03441 -1.90481
H -4.69830 0.85258 -3.06820
H -6.75034 1.89453 -2.15128
H -7.76478 0.98263 -0.08357
H -6.72495 -0.95349 1.04704
H 1.93964 -4.12658 -1.93030
H 4.34072 -4.06563 -2.36304
H 5.70413 -2.19128 -1.44563
H 4.58000 -0.33894 -0.25200
Cl -2.14161 3.60729 -2.47454
C -1.88233 3.57999 -0.76439
C -2.40784 4.61784 0.00802
C -2.14292 4.69635 1.34958
Cl -2.85766 5.98605 2.27691
C -1.30226 3.75535 1.97560
C -0.93356 3.75798 3.33626
C -0.10621 2.78086 3.81939
C 0.37537 1.79574 2.94670
N 0.03129 1.76080 1.68307
C -0.80132 2.69728 1.17864
C -1.12347 2.54143 -0.21585
O -0.69638 1.51872 -0.86798
H -3.03558 5.35909 -0.46600
H -1.31447 4.53638 3.98365
H 0.17001 2.74459 4.86366
H 1.03522 1.00896 3.28715
C -0.49767 -0.00608 -5.47590
Te -0.57780 -0.51795 -3.36535
C 1.54452 -0.19316 -3.48864
C 1.92569 -0.23690 -4.93714
C 3.25859 -0.35043 -5.32185
C 3.60859 -0.35991 -6.66270
C 2.62052 -0.26600 -7.63356
C 1.29081 -0.16731 -7.25526
C 0.93161 -0.14935 -5.91061
H -0.81797 1.03107 -5.59092
H -1.16620 -0.62548 -6.07205
H 2.08154 -0.94363 -2.91387
H 1.77162 0.78131 -3.05223
H 4.02072 -0.43500 -4.55540
H 4.64934 -0.44268 -6.95062
H 2.88751 -0.27283 -8.68320
H 0.51611 -0.10269 -8.01116

***

Entry from the OMol25 dataset: a 13-piece molecular cluster, C6H40N2O12 overall in a non-equilibrium geometry (ωB97M-V with the def2-TZVPD basis set).

max |F|: 5.2 eV/Å
gap between HOMO and LUMO: 9.2 eV
2S+1: 1
energy relative to the best compared isomer or geometry (same formula, charge and spin): 108.7 kcal per mole
molecular weight: 332.39 g mol⁻¹

CARTESIAN COORDINATES (ANGSTROEM)
C -2.25791 -0.74245 -1.97695
C -1.33162 -1.56912 -1.00171
C -0.92102 -0.59370 0.18893
C -2.12903 -0.23237 1.06549
C -2.18151 -0.64200 2.54200
C -0.85500 -0.51228 3.26833
N -0.46826 0.82290 3.48792
N -0.09862 -2.07500 -1.69672
H -2.65258 0.25521 -1.87599
H -1.69593 -0.31842 -2.87949
H -3.21897 -1.22003 -2.26938
H -2.05962 -2.48695 -0.60241
H -0.02639 -0.94697 0.91505
H -0.51018 0.23327 -0.36061
H -2.87841 -0.78229 0.49471
H -2.46185 0.84765 0.97215
H -2.68194 -1.64641 2.74340
H -2.98283 0.13345 2.91482
H -0.19331 -1.07840 2.63718
H -0.69257 -1.13623 4.20333
H -1.12431 1.22261 4.16683
H -0.39203 1.36470 2.66499
H 0.23821 -1.30029 -2.20544
H -0.43826 -2.84408 -2.41710
H 1.39061 2.35118 -0.13444
H 0.95755 1.63014 -1.38101
O 1.14672 2.47618 -1.01203
H 2.49275 -3.06554 -0.47265
H 2.59955 -2.49510 0.92318
O 3.04881 -3.24177 0.38042
H -1.56929 3.74467 -2.21993
H -2.43282 2.55307 -2.41525
O -1.74497 3.03456 -2.83671
H -4.70501 0.73833 -1.36491
H -4.70494 0.71264 0.10014
O -4.20544 0.95988 -0.66416
H -0.75786 -4.53707 2.84466
H -1.01348 -4.07327 1.37249
O -1.49492 -4.17839 2.23507
H 3.97422 -0.50934 0.53443
H 4.52105 -1.99372 0.71341
O 4.45214 -1.11029 1.06409
H -0.18082 4.34652 -0.38720
H -0.09495 4.53802 -1.85339
O -0.62119 4.79341 -1.08068
H 2.95289 -0.97017 2.16065
H 1.94655 -0.74988 3.30872
O 2.05531 -0.97699 2.32788
H -0.31917 1.28918 -2.83660
H 1.13305 1.00451 -3.33726
O 0.31732 0.62567 -2.97664
H 2.66351 0.39455 -1.48994
H 1.79466 -0.51597 -0.66623
O 2.44622 0.12175 -0.57209
H 2.62017 1.03440 0.94296
H 1.84027 1.72063 2.16622
O 2.26178 1.91835 1.31089
H 3.60484 1.91281 -3.46069
H 4.25116 0.71016 -2.89763
O 3.38766 1.05408 -3.30507

***

Q: Among the records above, which one has the lowest molecular weight?
A: CH6Cl2Si2

***

Q: Which formula does entry 4 have?
A: C6H40N2O12